2 unconnected molecules or ions with the total composition C3H10NO2, computed with wB97M-V/def2-TZVPD.

Output
Lowest unoccupied orbital energy: 4.1 eV
Total energy: -325.50725 Eh
Relative energy (zero: lowest compared OMol25 entry of this formula, charge and spin): 124.5 kJ/mol
Gap between HOMO and LUMO: 7.26 eV

```
! wB97M-V def2-TZVPD RIJCOSX def2/J DEFGRID3
* xyz -1 1
C 1.80 1.01 0.33
C 0.96 -0.22 0.12
C -0.53 0.20 -0.39
O -1.27 -0.89 -0.51
N 2.25 1.68 -0.92
H 2.64 0.76 1.03
H 1.03 1.69 0.87
H 1.46 -0.70 -0.84
H 1.03 -0.94 0.94
H -0.53 0.91 -1.25
H -0.79 0.89 0.54
H 2.45 2.67 -0.83
H 1.59 1.50 -1.61
H -2.97 -1.09 1.60
H -2.30 -1.55 0.37
O -2.82 -1.85 1.16
*
```